a) Here is an isolated molecule of C7H15NO2S from the Open Molecules 2025 dataset. Energies are from ωB97M-V/def2-TZVPD.

Bonds (Å) are listed after each position.
Cartesian coordinates (Å):
1 C 0.6342 -1.2346 -1.5364  C2 1.579, H12 1.076, H13 1.080, H14 1.048
2 C 0.6696 -0.6937 -0.0534  C1 1.579, C3 1.541, C4 1.562, C9 1.816
3 C 2.0260 -0.2411 0.5210  C2 1.541, H15 1.237, H16 1.134, H17 1.081
4 C -0.1051 -1.6589 0.8988  C2 1.562, N5 1.462, H18 1.158, H19 1.105
5 N -1.5576 -1.5355 0.7858  C4 1.462, S6 1.765, H20 0.959
6 S -1.9779 -0.0987 -0.1498  N5 1.765, O7 1.445, O8 1.460, C9 1.895
7 O -2.3181 -0.5582 -1.4769  S6 1.445
8 O -2.9569 0.6551 0.6285  S6 1.460
9 C -0.3237 0.8253 -0.1195  C2 1.816, S6 1.895, C10 1.541, C11 1.496
10 C -0.4331 1.5278 1.2479  C9 1.541, H21 1.107, H22 1.063, H23 1.061
11 C -0.0328 1.7373 -1.2690  C9 1.496, H24 1.104, H25 1.079, H26 1.051
12 H 1.3874 -1.9988 -1.6118  C1 1.076
13 H 0.8850 -0.3827 -2.1511  C1 1.080
14 H -0.3576 -1.4472 -1.7998  C1 1.048
15 H 2.9243 -0.9334 0.0269  C3 1.237
16 H 2.0544 -0.2459 1.6550  C3 1.134
17 H 2.3937 0.7477 0.2865  C3 1.081
18 H 0.1344 -2.7819 0.7503  C4 1.158
19 H 0.1935 -1.6499 1.9622  C4 1.105
20 H -1.8512 -1.2183 1.6414  N5 0.959
21 H -1.1713 0.9842 1.8692  C10 1.107
22 H -0.6482 2.5592 1.1067  C10 1.063
23 H 0.5621 1.4817 1.6134  C10 1.061
24 H 0.9509 2.0337 -1.6737  C11 1.104
25 H -0.5012 2.6813 -1.0354  C11 1.079
26 H -0.5808 1.4455 -2.1166  C11 1.051

Results
SMILES string: CC1(C)CNS(=O)(=O)C1(C)C
Net charge: 0
HOMO-LUMO gap, Ha: 0.3824
Spin multiplicity: 1
LUMO energy, eV: 0.598
E_HOMO, eV: -9.81

=====

b) Here is a cluster of 2 separate species, C7H15NO2S in total from the Open Molecules 2025 dataset. Energies are from ωB97M-V/def2-TZVPD.

Bonds (Å) are listed after each position.
Cartesian coordinates (Å):
1 C 1.5325 -1.7891 0.8768  C2 1.494, C3 1.608, H12 1.051, H13 1.030
2 C 1.3359 -1.3002 -0.5216  C1 1.494, C4 1.522, H14 1.131, H15 1.028
3 C 2.0599 -0.4786 1.6456  C1 1.608, O10 1.393, H16 1.082, H17 1.079
4 C 1.5692 0.2025 -0.4620  C2 1.522, O10 1.377, H18 1.084
5 C -0.9669 1.9552 -0.7779  C7 1.500, H19 1.204, H20 1.060, H21 1.059
6 C -1.2005 0.7559 1.5090  C7 1.476, H22 1.069, H23 1.115, H24 1.046
7 C -1.0077 0.7031 0.0465  C5 1.500, C6 1.476, S11 1.804
8 N -1.5088 -0.6146 -2.2760  S11 1.689, H25 1.064, H26 1.024
9 O -3.3858 0.4093 -0.9870  S11 1.482
10 O 2.2109 0.5407 0.7089  C3 1.393, C4 1.377
11 S -2.1815 -0.4187 -0.7389  C7 1.804, N8 1.689, O9 1.482
12 H 0.6161 -1.9991 1.3472  C1 1.051
13 H 2.1419 -2.6144 0.9667  C1 1.030
14 H 2.1385 -1.8074 -1.1367  C2 1.131
15 H 0.4885 -1.6051 -1.0176  C2 1.028
16 H 1.4070 -0.0691 2.4045  C3 1.082
17 H 3.0065 -0.7309 2.0975  C3 1.079
18 H 1.9920 0.8204 -1.2457  C4 1.084
19 H -2.0979 2.3247 -0.9611  C5 1.204
20 H -0.4399 1.7848 -1.6820  C5 1.060
21 H -0.3850 2.6152 -0.1887  C5 1.059
22 H -1.1726 -0.1846 2.0173  C6 1.069
23 H -0.4051 1.3931 1.9605  C6 1.115
24 H -2.0740 1.2037 1.8691  C6 1.046
25 H -1.7631 0.3280 -2.6990  N8 1.064
26 H -1.9101 -1.4251 -2.7553  N8 1.024

Results
Net charge: 0
HOMO-LUMO gap (spin up / spin down), Ha: 0.3198 / 0.2723
Spin multiplicity: 1
LUMO energy (spin up / spin down), eV: 0.731 / 0.064
E_HOMO (spin up / spin down), eV: -7.97 / -7.35

=====

Most stable: a) (next structure +58.2 kcal/mol)